Record 1
An isolated molecule of C4H4Cl2N2, computed with ωB97M-V/def2-TZVPD.

```
12
Properties=species:S:1:pos:R:3:forces:R:3
Cl 3.859828 0.398616 0.850932 0.0 0.4 -0.8
Cl 1.460036 -1.867549 -1.000921 0.1 -0.4 0.6
N 2.114042 1.399286 -1.036177 3.3 -2.1 4.0
N 0.950940 1.229312 -1.653168 -1.6 0.4 -2.1
C -0.124429 0.699984 -1.197368 2.9 0.2 0.9
C 1.340681 -0.561125 0.246812 1.9 0.3 0.4
C 2.462489 0.467750 -0.138201 -3.8 1.5 -1.9
C -0.044590 0.049506 0.139140 -1.1 0.3 1.7
H -0.141817 0.857788 0.895670 0.4 -0.1 -0.2
H -0.855921 0.807928 -1.928090 -2.0 -0.5 -0.5
H 1.691488 -0.858957 1.278476 -1.1 -0.4 -1.2
H -0.879118 -0.623639 0.498142 1.0 0.3 -1.0
```
Forces are in eV/Å.

Values from the calculation:
- frontier orbital gap (spin up / spin down) (eV) = 8.95 / 8.95
- total energy (Eh) = -1184.62888
- molar mass (g/mol) = 151.00
- highest occupied orbital energy (spin up / spin down) (eV) = -9.2 / -9.2

=====

Record 2
A structure of composition C4H4Cl2N3O2, computed with ωB97M-V/def2-TZVPD.

```
15
Properties=species:S:1:pos:R:3:forces:R:3
Cl 1.625787 2.956576 0.106097 0.0 -0.1 0.0
Cl -2.369625 0.455330 1.834862 0.1 0.0 -0.8
O -3.540271 0.080042 -1.228863 -0.5 -0.3 -0.2
O -2.825847 2.133352 -1.080606 -0.5 0.6 -0.3
N 1.273371 0.364449 -0.057548 -1.6 -3.8 -0.5
N -0.622026 1.623500 0.191408 -2.9 0.1 0.4
N -2.862644 0.970558 -0.891202 1.5 -0.5 0.8
C -1.482753 0.486506 0.274427 1.0 -0.4 0.3
C -0.816716 -0.773750 -0.057278 -6.5 1.5 0.6
C 0.690810 1.547221 0.084639 1.6 1.2 -0.1
C 0.511538 -0.806866 -0.182746 7.4 2.0 -0.6
H -1.423774 -1.660618 -0.139524 0.0 -0.1 0.2
H 2.282363 0.296261 -0.109482 0.0 0.1 0.0
H -1.091544 2.530128 0.229123 0.4 -0.3 0.0
H 1.069862 -1.707157 -0.376936 0.1 0.0 0.1
```
Forces are in eV/Å.

Values from the calculation:
- ⟨S²⟩ = 2.0273
- frontier orbital gap (spin up / spin down) (eV) = 6.18 / 6.28
- multiplicity = 3
- net charge = +1
- total energy (Eh) = -1389.45132
- molar mass (g/mol) = 197.00
- highest occupied orbital energy (spin up / spin down) (eV) = -10.5 / -14.5

=====

Record 3
An isolated molecule of C4H4Cl3NO3, computed with ωB97M-V/def2-TZVPD.

```
15
Properties=species:S:1:pos:R:3:forces:R:3
Cl 2.208000 -0.399096 2.427302 -0.5 0.2 -0.3
Cl 1.173358 -2.518821 0.839691 0.4 -0.7 -0.6
Cl -0.746705 -0.873666 2.146767 1.2 0.5 -0.2
O -0.102605 -0.644573 -2.061106 0.4 -2.4 -0.8
O 0.602187 1.327739 0.427332 0.3 0.5 -0.1
O -1.039795 2.793662 0.255681 -0.3 0.8 0.0
N -1.300053 0.699850 -0.692979 0.2 1.2 1.4
C -0.497625 -0.424840 -0.744209 1.8 -2.0 -1.7
C 0.851798 0.017347 0.064844 -4.2 -1.1 1.4
C 0.929600 -0.860701 1.274296 -0.7 -0.5 2.0
C -0.613467 1.720103 0.007320 -1.3 0.3 0.3
H -1.019742 -1.439647 -0.535553 1.1 2.0 0.6
H 1.716781 -0.011918 -0.470124 2.3 -0.6 -1.8
H -2.210212 0.515976 -0.322682 -0.6 0.5 0.0
H 0.048479 0.098585 -2.616580 0.0 1.4 -0.2
```
Forces are in eV/Å.

Values from the calculation:
- frontier orbital gap (eV) = 11.06
- total energy (Eh) = -1815.86856
- molar mass (g/mol) = 220.44
- highest occupied orbital energy (eV) = -10.9

=====

Record 4
A cluster of 2 separate species, C4H4Cl4N2P in total, computed with ωB97M-V/def2-TZVPD.

```
15
Properties=species:S:1:pos:R:3:forces:R:3
Cl -2.793843 2.497683 0.385363 -0.2 -0.3 0.0
Cl 3.217716 1.111971 -0.354843 -0.3 2.1 0.2
Cl -1.703977 -2.493546 0.299638 0.4 -0.3 0.0
Cl 0.394261 0.146343 -2.615596 0.5 -0.2 -0.7
P -0.586496 -1.173535 1.390430 -0.5 0.4 -0.7
N -1.260950 0.826992 -0.842916 1.1 0.2 -1.0
N 0.499483 -0.618841 -0.100461 -0.7 -0.4 0.4
C -0.206623 0.168059 -1.034794 -0.9 0.3 -1.2
C 1.626757 -1.221054 -0.287100 0.9 -1.1 2.2
C -1.930938 1.023234 0.313474 0.4 -0.1 1.0
C -1.811384 0.148158 1.314386 -1.0 0.2 2.9
H -2.447135 0.256189 2.286648 1.3 -0.1 -1.8
H 1.968777 -1.677087 0.747701 -0.2 0.5 -2.5
H 2.784703 2.399575 -0.265475 0.6 -1.9 -0.1
H 2.249647 -1.394146 -1.236462 -1.3 0.8 1.4
```
Forces are in eV/Å.

Values from the calculation:
- frontier orbital gap (spin up / spin down) (eV) = 7.49 / 7.49
- net charge = +1
- total energy (Eh) = -2446.13964
- molar mass (g/mol) = 252.88
- highest occupied orbital energy (spin up / spin down) (eV) = -13.6 / -13.6

=====

Record 5
An isolated molecule of C4H4ClF, computed with ωB97M-V/def2-TZVPD.

```
10
Properties=species:S:1:pos:R:3:forces:R:3
Cl -1.045122 -1.514730 -1.093257 -1.0 -0.8 -0.5
F 0.723655 1.362015 0.883354 0.9 0.0 -0.2
C -0.181233 0.432004 0.596600 -1.3 -1.2 -0.6
C 1.383012 -0.438314 -1.149105 -0.2 -1.9 -2.3
C 0.196170 -0.540926 -0.538872 1.7 2.8 1.2
C -1.356756 0.495298 1.225227 1.7 2.1 1.4
H -2.113219 -0.184735 1.042977 -1.3 -1.2 -0.4
H -1.516086 1.295563 2.029163 0.3 -1.3 -1.4
H 1.643880 -0.968083 -2.133778 -1.0 0.3 1.6
H 2.265699 0.061908 -0.862309 0.2 1.1 1.0
```
Forces are in eV/Å.

Values from the calculation:
- frontier orbital gap (eV) = 9.89
- total energy (Eh) = -714.81264
- molar mass (g/mol) = 106.53
- highest occupied orbital energy (eV) = -9.4

=====

Record 6
A cluster of 2 separate species, C4H4ClF in total, computed with ωB97M-V/def2-TZVPD.

```
10
Properties=species:S:1:pos:R:3:forces:R:3
Cl 0.667468 -1.095264 1.258587 1.1 2.6 -0.8
F 2.984532 0.166282 0.626310 -3.3 0.7 0.0
C 1.549658 0.265917 0.388277 4.0 -8.3 1.9
C 1.115405 1.500310 -0.014737 -1.7 6.0 -1.8
C 0.661946 -1.628706 -1.930612 -0.2 2.5 0.6
C 1.742627 -2.016288 -2.282324 1.7 -2.9 0.0
H 0.056126 1.784523 -0.125252 0.8 -0.3 0.4
H 2.563556 -2.763484 -2.299409 -0.8 1.2 -0.4
H 0.243013 -0.734336 -1.471551 -0.8 -1.0 -0.5
H 1.860315 2.099124 -0.594400 -0.8 -0.7 0.5
```
Forces are in eV/Å.

Values from the calculation:
- ⟨S²⟩ = 2.0065
- frontier orbital gap (spin up / spin down) (eV) = 7.51 / 7.83
- multiplicity = 3
- total energy (Eh) = -714.57314
- molar mass (g/mol) = 106.53
- highest occupied orbital energy (spin up / spin down) (eV) = -6.8 / -10.7

=====

Record 7
An isolated molecule of C4H4ClF3, computed with ωB97M-V/def2-TZVPD.

```
12
Properties=species:S:1:pos:R:3:forces:R:3
Cl -1.952409 -0.685583 -0.129974 0.2 0.0 0.1
F 1.811334 -1.366802 0.406807 -0.8 -0.5 -2.5
F -0.448444 2.070139 -0.204341 0.4 0.4 -1.3
F 1.459552 0.971375 -0.667142 2.0 1.7 -1.6
C 0.231145 0.470433 1.304643 -2.8 -0.3 4.0
C -0.252110 -0.355070 0.167065 0.0 -0.6 -3.1
C 0.746931 -1.271259 -0.591910 -0.4 -4.0 -0.8
C 0.334618 0.986964 -0.048159 -1.9 0.7 2.5
H -0.722286 0.930472 1.811434 1.8 -0.6 -1.3
H 1.111171 -0.994239 -1.781387 -0.8 -0.2 4.0
H 0.773889 0.077033 2.177803 0.9 0.3 -1.2
H 0.262710 -2.417165 -0.806037 1.4 3.1 1.2
```
Forces are in eV/Å.

Values from the calculation:
- frontier orbital gap (eV) = 11.23
- total energy (Eh) = -914.48127
- molar mass (g/mol) = 144.52
- highest occupied orbital energy (eV) = -10.4

=====

Record 8
An isolated molecule of C4H4ClNO4S, computed with ωB97M-V/def2-TZVPD.

```
15
Properties=species:S:1:pos:R:3:forces:R:3
Cl -0.019397 -2.673278 0.949272 -0.3 -0.6 0.9
S -2.174721 0.543421 -0.482206 -0.8 -1.6 -0.7
O -1.110596 1.303037 0.605167 -2.0 0.4 2.4
O -1.843919 -1.063263 0.026676 0.0 1.1 0.6
O 0.179436 0.878653 -1.044387 0.7 0.3 -2.4
O -3.485179 0.747121 0.062083 0.7 0.2 0.4
N 0.135421 1.182197 0.158241 0.1 -0.3 -1.5
C -0.164168 -1.748968 -1.503595 -1.5 1.0 0.6
C 2.355457 1.561001 1.285385 -0.3 -3.5 0.7
C 1.133112 1.381386 0.845265 2.7 1.0 2.1
C -0.713477 -1.759817 -0.303868 -0.1 0.2 -1.0
H 2.991672 0.614166 1.531047 -1.3 1.7 -0.4
H 2.718954 2.458230 1.696549 0.5 1.3 -0.2
H 0.457758 -2.550352 -1.750239 1.4 -0.4 -0.6
H -0.460359 -0.873534 -2.075391 0.1 -0.9 -0.8
```
Forces are in eV/Å.

Values from the calculation:
- frontier orbital gap (eV) = 8.82
- total energy (Eh) = -1368.62776
- molar mass (g/mol) = 197.60
- highest occupied orbital energy (eV) = -9.1

=====

Record 9
An isolated molecule of C4H4ClNOS, computed with ωB97M-V/def2-TZVPD.

```
12
Properties=species:S:1:pos:R:3:forces:R:3
Cl 1.793337 2.460644 0.322558 0.2 0.0 0.1
S -3.165858 0.368815 -1.178762 0.6 -0.3 0.4
O 1.621838 -1.447016 0.625025 0.4 2.1 0.1
N -0.798891 -0.498730 -0.154005 -0.4 0.4 -0.4
C -2.063297 -0.722182 -0.658220 -0.1 0.3 -0.3
C 1.968190 -0.249202 0.699215 0.2 -2.0 0.0
C 1.150183 0.856084 0.252629 -1.3 0.0 0.0
C -0.166817 0.713414 -0.079280 0.1 0.1 0.1
H -0.184166 -1.269906 0.042422 0.2 -0.6 0.1
H -0.807280 1.572647 -0.262820 0.2 -0.1 -0.1
H 2.956692 0.002845 1.139905 -0.3 0.0 -0.2
H -2.303932 -1.787413 -0.748668 0.3 0.2 0.3
```
Forces are in eV/Å.

Values from the calculation:
- frontier orbital gap (eV) = 7.96
- total energy (Eh) = -1143.17039
- molar mass (g/mol) = 149.60
- highest occupied orbital energy (eV) = -9.1

=====

Record 10
An isolated molecule of C4H4ClNOS, computed with ωB97M-V/def2-TZVPD.

```
12
Properties=species:S:1:pos:R:3:forces:R:3
Cl -4.048923 0.314846 0.189797 -1.1 0.8 0.6
S -0.540685 -1.074116 1.149762 0.4 0.2 0.8
O -0.189741 -1.601861 -1.307495 0.1 -0.7 -2.3
N -1.620366 0.943530 -0.616431 0.8 1.0 0.0
C 0.366112 0.336317 0.506073 3.1 -1.2 -2.7
C -0.910251 -1.857524 -0.412348 -0.8 0.7 2.7
C -2.587879 0.226768 -0.562974 -0.4 -2.0 -0.6
C -0.349187 1.075613 -0.546188 -2.2 -0.4 0.7
H 0.698776 0.928045 1.284979 0.1 1.3 2.0
H 0.046156 1.479596 -1.408665 1.5 1.1 -1.3
H -1.845972 -2.438229 -0.189736 0.6 -0.3 -1.4
H 1.436649 0.146731 -0.025093 -2.4 -0.5 1.2
```
Forces are in eV/Å.

Values from the calculation:
- frontier orbital gap (spin up / spin down) (eV) = 8.41 / 8.41
- total energy (Eh) = -1143.05731
- molar mass (g/mol) = 149.60
- highest occupied orbital energy (spin up / spin down) (eV) = -8.0 / -8.0